DFT (ωB97M-V/def2-TZVPD) results for a cluster of 9 separate species, C63H145N13O9P2 in total at a distorted geometry.

Orbital gap in eV: 8.1
Maximum force in eV Å⁻¹: 3.021
HOMO energy in eV: -7.7
ΔE to the lowest compared entry with this formula, charge and spin in kJ/mol: 12.2
Multiplicity: 1
Lowest unoccupied orbital energy in eV: 0.4
SMILES: CN(C)P(=O)(N(C)C)N(C)C.CN(C)P(=O)(N(C)C)N(C)C.CC1(C)CCCC(C)(C)N1O.CC1(C)CCCC(C)(C)N1O.CC1(C)CCCC(C)(C)N1O.CC1(C)CCCC(C)(C)N1O.CC1(C)CCCC(C)(C)N1O.CN(C)C=O.CN(C)C=O
Net charge: 0

Atoms and positions in Å:
C  2.14  -1.61  1.17
N  1.82  -0.51  0.27
C  2.84  -0.09  -0.67
P  0.37  0.37  0.44
O  -0.50  0.02  1.57
N  0.80  1.99  0.42
C  1.89  2.47  1.29
C  -0.17  3.03  0.10
N  -0.45  0.16  -1.02
C  0.08  0.67  -2.29
C  -1.50  -0.86  -1.06
H  2.91  -2.28  0.78
H  1.25  -2.15  1.46
H  2.67  -1.23  2.05
H  2.51  0.69  -1.36
H  3.11  -0.93  -1.33
H  3.71  0.34  -0.18
H  2.81  1.95  0.99
H  2.16  3.52  1.22
H  1.71  2.25  2.34
H  -0.64  3.42  1.00
H  0.30  3.75  -0.56
H  -0.95  2.45  -0.40
H  0.69  -0.10  -2.77
H  -0.78  1.00  -2.87
H  0.74  1.52  -2.14
H  -1.10  -1.87  -1.05
H  -2.12  -0.74  -1.95
H  -2.07  -0.60  -0.17
C  6.21  -5.45  1.81
N  6.10  -6.29  0.60
C  7.30  -6.33  -0.22
P  4.59  -7.01  0.21
O  3.61  -6.73  1.28
N  4.29  -6.36  -1.32
C  3.05  -6.95  -1.90
C  4.37  -4.93  -1.58
N  5.03  -8.59  -0.05
C  5.14  -9.52  1.06
C  5.76  -9.08  -1.23
H  5.68  -5.87  2.66
H  5.68  -4.53  1.53
H  7.24  -5.23  2.04
H  7.07  -6.31  -1.29
H  8.00  -7.14  0.02
H  7.84  -5.38  -0.16
H  2.22  -6.88  -1.19
H  2.76  -6.42  -2.81
H  3.16  -8.00  -2.17
H  3.97  -4.78  -2.58
H  3.85  -4.32  -0.83
H  5.40  -4.58  -1.62
H  6.20  -9.66  1.33
H  4.56  -9.10  1.89
H  4.74  -10.51  0.85
H  5.67  -8.38  -2.05
H  5.50  -10.12  -1.44
H  6.80  -9.12  -0.91
C  -2.29  -2.08  5.22
C  -1.05  -1.18  5.46
C  -1.39  0.23  4.94
C  -0.92  -1.11  6.99
C  0.42  -0.53  7.49
C  1.59  -1.18  6.72
C  1.48  -1.25  5.21
C  1.82  0.09  4.55
C  2.44  -2.35  4.74
N  0.13  -1.71  4.83
O  -0.07  -2.05  3.49
H  -2.05  -3.07  5.61
H  -3.25  -1.78  5.62
H  -2.35  -2.34  4.16
H  -0.73  0.98  5.38
H  -1.36  0.26  3.84
H  -2.43  0.53  5.12
H  -1.74  -0.55  7.44
H  -0.96  -2.12  7.43
H  0.32  0.55  7.36
H  0.49  -0.71  8.56
H  1.84  -2.16  7.14
H  2.41  -0.50  6.97
H  1.42  0.15  3.53
H  2.90  0.22  4.42
H  1.45  0.91  5.17
H  2.62  -3.18  5.42
H  3.46  -1.97  4.58
H  2.17  -2.77  3.77
H  -0.29  -1.19  3.09
C  -5.80  7.03  -3.90
C  -5.07  5.86  -3.19
C  -5.24  6.06  -1.68
C  -5.93  4.66  -3.69
C  -5.28  3.33  -3.28
C  -3.83  3.23  -3.79
C  -2.97  4.48  -3.52
C  -2.47  4.22  -2.08
C  -1.77  4.46  -4.48
N  -3.76  5.68  -3.76
O  -2.99  6.86  -3.65
H  -5.12  7.89  -3.85
H  -5.91  6.90  -4.97
H  -6.73  7.26  -3.40
H  -4.77  6.98  -1.31
H  -6.28  6.20  -1.39
H  -4.82  5.28  -1.05
H  -6.94  4.65  -3.27
H  -6.08  4.61  -4.77
H  -5.24  3.22  -2.19
H  -5.88  2.46  -3.54
H  -3.89  2.99  -4.86
H  -3.49  2.31  -3.31
H  -1.67  3.49  -2.05
H  -3.21  3.80  -1.39
H  -2.09  5.17  -1.71
H  -1.13  3.59  -4.33
H  -1.22  5.39  -4.46
H  -2.13  4.34  -5.51
H  -2.91  7.00  -2.69
C  -1.11  -4.17  -3.06
C  -0.87  -4.97  -1.78
C  -0.80  -6.49  -2.07
C  0.36  -4.40  -1.06
C  0.53  -4.95  0.38
C  -0.61  -4.21  1.10
C  -1.97  -4.70  0.58
C  -2.21  -6.09  1.23
C  -3.03  -3.73  1.12
N  -2.04  -4.72  -0.88
O  -3.25  -5.22  -1.40
H  -1.30  -3.13  -2.77
H  -0.25  -4.26  -3.72
H  -2.02  -4.48  -3.58
H  -1.69  -6.90  -2.54
H  0.13  -6.83  -2.53
H  -0.68  -7.06  -1.14
H  1.15  -4.79  -1.72
H  0.54  -3.33  -1.09
H  0.54  -6.03  0.34
H  1.46  -4.63  0.86
H  -0.46  -3.15  0.89
H  -0.62  -4.40  2.17
H  -2.02  -6.09  2.31
H  -1.55  -6.89  0.88
H  -3.23  -6.46  1.10
H  -3.00  -3.66  2.20
H  -4.01  -4.11  0.80
H  -2.85  -2.77  0.64
H  -3.19  -6.18  -1.23
C  -5.25  -1.14  2.79
C  -5.96  0.16  3.15
C  -7.18  -0.19  4.01
C  -5.02  1.00  4.04
C  -3.99  1.78  3.22
C  -4.66  2.66  2.19
C  -5.49  1.78  1.22
C  -6.38  2.78  0.45
C  -4.57  1.06  0.22
N  -6.41  0.94  1.99
O  -7.32  0.23  1.19
H  -5.87  -1.70  2.07
H  -4.28  -1.03  2.32
H  -5.17  -1.87  3.61
H  -7.93  -0.74  3.43
H  -6.98  -0.54  5.02
H  -7.78  0.71  4.20
H  -5.70  1.69  4.54
H  -4.47  0.37  4.74
H  -3.41  2.42  3.89
H  -3.32  1.05  2.77
H  -3.90  3.13  1.56
H  -5.25  3.40  2.72
H  -7.05  2.25  -0.24
H  -5.77  3.52  -0.08
H  -7.01  3.37  1.12
H  -3.66  0.73  0.74
H  -4.16  1.68  -0.57
H  -5.11  0.19  -0.17
H  -6.79  -0.50  0.80
C  5.02  2.34  -3.60
C  4.41  3.71  -4.05
C  4.59  3.74  -5.58
C  2.89  3.68  -3.76
C  2.62  3.96  -2.27
C  3.28  5.30  -1.98
C  4.80  5.33  -2.09
C  5.16  6.81  -2.00
C  5.46  4.51  -1.01
N  5.08  4.87  -3.47
O  6.45  4.92  -3.79
H  4.78  2.19  -2.55
H  4.67  1.53  -4.24
H  6.11  2.40  -3.70
H  3.79  3.16  -6.05
H  4.53  4.77  -5.94
H  5.51  3.26  -5.90
H  2.49  4.51  -4.35
H  2.53  2.69  -4.00
H  1.54  4.02  -2.11
H  2.85  3.15  -1.57
H  2.87  5.71  -1.05
H  2.88  6.01  -2.70
H  6.25  6.92  -2.01
H  4.86  7.23  -1.03
H  4.69  7.44  -2.75
H  5.09  3.48  -0.88
H  5.35  4.89  0.01
H  6.52  4.28  -1.16
H  6.53  5.77  -4.25
C  -1.39  6.51  5.32
N  -0.99  5.80  4.12
C  -1.32  4.39  4.03
C  -0.35  6.45  3.13
O  -0.03  6.00  2.04
H  -1.04  7.54  5.35
H  -1.01  5.99  6.20
H  -2.48  6.54  5.35
H  -0.71  3.97  3.23
H  -1.08  3.88  4.97
H  -2.35  4.23  3.70
H  -0.11  7.49  3.39
C  1.46  0.13  -5.77
N  2.09  -1.17  -5.65
C  3.49  -1.32  -5.86
C  1.27  -2.22  -5.36
O  1.62  -3.38  -5.39
H  1.93  0.75  -6.54
H  1.50  0.66  -4.81
H  0.43  0.07  -6.13
H  3.74  -0.98  -6.87
H  4.10  -0.64  -5.24
H  3.73  -2.37  -5.69
H  0.26  -1.89  -5.06

Atom charges from the Löwdin analysis, given in e for atoms 1 to 5:
1. C -0.09
2. N -0.27
3. C -0.13
4. P 0.58
5. O -0.27